Model i:
ORCA calculation (the ωB97M-V functional and the def2-TZVPD basis) on a molecular structure, C9H29AgN8O7.

Cartesian coordinates (Å):
H  -8.343  4.388  -9.748
H  -9.954  3.084  -2.499
H  -14.727  -0.125  -5.069
H  -15.504  0.458  -10.314
H  -15.137  3.838  -5.329
N  -10.420  2.916  -3.379
N  -10.091  5.617  -9.129
H  -8.749  2.777  -9.044
O  -10.829  3.717  -8.176
C  -13.641  -0.209  -5.089
H  -14.899  1.447  -7.450
Ag  -11.556  1.704  -7.243
O  -10.067  0.704  -8.775
N  -14.525  0.690  -10.402
C  -8.723  0.374  -8.610
C  -9.712  2.437  -4.389
C  -14.145  1.189  -9.299
H  -7.908  2.015  -5.123
H  -14.045  0.721  -11.290
C  -13.233  -1.012  -6.353
N  -14.531  4.631  -5.479
O  -12.094  -0.502  -7.093
H  -10.999  6.016  -8.938
N  -8.892  3.770  -9.168
H  -8.241  0.662  -9.544
C  -8.737  -1.191  -8.449
H  -9.462  -1.576  -7.732
H  -8.977  -1.675  -9.396
O  -12.927  1.457  -9.168
C  -9.983  4.338  -8.735
H  -13.016  -1.985  -5.912
C  -8.147  1.040  -7.315
H  -7.069  0.882  -7.358
O  -12.981  1.031  -5.144
H  -13.036  1.465  -4.289
H  -8.508  0.601  -6.384
H  -7.807  -1.559  -8.015
H  -7.908  2.475  -3.455
H  -13.361  -0.653  -4.134
H  -14.557  5.417  -4.845
H  -8.441  2.078  -7.164
O  -13.056  3.429  -6.612
N  -8.430  2.254  -4.292
H  -12.765  5.982  -5.056
H  -14.143  -1.195  -6.923
H  -16.036  1.489  -8.721
O  -10.284  2.460  -5.426
H  -11.613  4.784  -5.741
H  -11.842  -1.021  -7.860
N  -15.112  1.224  -8.412
H  -11.426  2.957  -3.447
N  -12.473  5.041  -5.278
C  -13.385  4.410  -5.923
H  -9.424  6.023  -9.770

HOMO-LUMO gap (spin up / spin down) = 8.814 / 7.168 eV
HOMO energy (spin up / spin down) = -10.9 / -10.7 eV
2S+1 = 2
molecular weight = 469.2 g mol⁻¹
total charge = +1

Atomic partial charges in e from the Mulliken method, atoms 1 to 6:
1 H 0.15
2 H 0.16
3 H 0.31
4 H 0.13
5 H 0.24
6 N -0.43

=====

Model ii:
ORCA calculation (the ωB97M-V functional and the def2-TZVPD basis) on a molecular structure, C9H29AgN8O7.

Cartesian coordinates (Å):
H  3.213  3.690  -1.659
H  -4.961  -0.417  0.772
H  2.436  -1.648  2.677
H  0.068  5.249  2.364
H  0.505  -2.288  -3.805
H  -1.716  3.920  2.411
H  -1.621  -0.891  2.584
H  3.534  0.822  1.256
H  -4.312  1.148  0.986
H  -1.784  2.487  1.371
O  -0.033  -2.059  0.300
H  2.916  -0.097  3.399
C  3.359  -0.255  1.312
N  -1.591  -3.675  0.625
O  -1.797  0.593  0.367
O  2.772  -0.840  0.139
C  0.080  3.302  1.694
H  0.765  0.318  3.012
H  1.323  -3.859  -0.711
H  1.597  4.603  2.013
C  -0.385  -3.214  0.145
C  -0.714  -0.976  -2.869
O  0.162  -0.333  -2.300
H  -3.111  0.022  2.922
H  -2.754  -1.077  -3.265
H  -2.286  0.118  -2.139
N  2.563  1.083  -3.378
Ag  0.503  0.259  0.027
C  2.492  -0.569  2.511
O  0.717  2.410  1.159
H  3.758  3.301  -3.299
H  0.119  -5.110  -0.561
N  3.207  3.118  -2.482
N  -0.460  -2.049  -3.678
H  -2.022  -3.159  1.370
C  2.468  1.972  -2.347
H  -1.941  -4.608  0.493
N  -1.277  3.175  1.899
O  1.171  -0.093  2.246
C  -2.647  -0.719  2.259
N  0.415  -4.164  -0.412
N  -2.037  -0.699  -2.670
C  -2.751  -0.287  0.809
H  3.497  -0.967  -0.479
H  -2.542  -1.200  0.203
H  1.856  0.379  -3.493
H  3.262  1.205  -4.088
C  -4.142  0.212  0.432
H  4.331  -0.738  1.464
N  0.631  4.428  2.225
H  -4.181  0.466  -0.625
H  -1.185  -2.446  -4.246
O  1.765  1.786  -1.369
H  -3.232  -1.627  2.433

HOMO-LUMO gap (spin up / spin down) = 9.770 / 7.096 eV
HOMO energy (spin up / spin down) = -11.6 / -11.3 eV
2S+1 = 2
molecular weight = 469.2 g mol⁻¹
total charge = +1

Atomic partial charges in e from the Mulliken method, atoms 1 to 6:
1 H 0.23
2 H 0.38
3 H 0.27
4 H 0.18
5 H 0.24
6 H 0.14

=====

Which of them is least stable? Easy: model i.

=====

Model i:
ORCA calculation (the ωB97M-V functional and the def2-TZVPD basis) on C3H6N2S in the gas phase.

Cartesian coordinates (Å):
H  -0.860  1.229  2.066
H  -1.450  -0.087  -0.634
N  0.744  0.730  0.991
H  0.258  -1.523  -0.504
H  2.375  0.202  0.114
N  1.389  0.205  -0.036
H  0.323  -0.256  -1.810
C  0.880  -0.739  -1.014
H  1.732  -1.218  -1.485
C  -1.642  0.302  0.340
C  -0.540  0.744  1.176
S  -3.208  0.409  0.796

SMILES = CN/N=C\C=S
HOMO-LUMO gap = 7.951 eV
HOMO energy = -8.6 eV
2S+1 = 1
molecular weight = 102.2 g mol⁻¹

Atomic partial charges in e from the Mulliken method, atoms 1 to 6:
1 H 0.43
2 H 0.30
3 N -0.60
4 H 0.34
5 H 0.27
6 N 0.07

=====

Model ii:
ORCA calculation (the ωB97M-V functional and the def2-TZVPD basis) on C3H6N2S in the gas phase.

Cartesian coordinates (Å):
H  -0.078  -2.108  0.034
H  -0.013  1.700  -0.914
N  0.270  0.066  0.052
N  -1.762  -0.986  -0.143
C  -2.040  0.487  0.064
C  -0.474  -1.177  0.040
H  -2.659  0.498  1.033
H  2.244  -0.657  1.413
H  -2.539  0.911  -1.035
C  -0.576  1.303  0.043
S  2.036  0.027  -0.104
H  -0.538  1.987  0.893

SMILES = SN1C=NCC1
HOMO-LUMO gap = 8.400 eV
HOMO energy = -8.4 eV
2S+1 = 1
molecular weight = 102.2 g mol⁻¹

Atomic partial charges in e from the Mulliken method, atoms 1 to 6:
1 H 0.47
2 H 0.29
3 N -0.10
4 N -0.53
5 C -0.33
6 C -0.10

=====

Which of them is least stable? Easy: model ii.

=====

Model i:
ORCA calculation (the ωB97M-V functional and the def2-TZVPD basis) on C3H6N2S in the gas phase.

Cartesian coordinates (Å):
H  -1.972  -1.525  1.144
C  0.892  -1.340  -0.065
S  -1.778  -1.257  -0.161
C  -0.783  1.757  0.036
H  2.029  0.055  0.362
H  0.647  1.157  -1.344
N  -0.280  -0.618  -0.153
N  2.135  -0.864  0.079
H  1.124  -2.509  -0.409
H  -0.417  2.876  -0.042
H  -1.612  1.529  0.872
C  0.016  0.740  -0.319

SMILES = [H]/N=C\N(S)C=C
HOMO-LUMO gap = 9.550 eV
HOMO energy = -9.0 eV
2S+1 = 1
molecular weight = 102.2 g mol⁻¹

Atomic partial charges in e from the Mulliken method, atoms 1 to 6:
1 H 0.14
2 C 0.18
3 S -0.16
4 C -0.75
5 H 0.29
6 H 0.22

=====

Model ii:
ORCA calculation (the ωB97M-V functional and the def2-TZVPD basis) on C3H6N2S in the gas phase.

Cartesian coordinates (Å):
H  1.336  1.811  -0.182
C  0.266  1.334  -0.043
H  -1.112  -1.707  0.016
H  -1.613  1.721  0.071
C  1.161  -0.954  0.056
H  1.366  -1.490  1.048
C  -1.235  -0.669  -0.104
N  -0.639  2.167  0.032
S  -2.756  -0.105  0.004
H  1.162  -1.752  -0.717
H  2.043  -0.264  -0.024
N  0.022  -0.089  -0.157

SMILES = [H]/N=C\N(C)C=S
HOMO-LUMO gap = 8.687 eV
HOMO energy = -8.7 eV
2S+1 = 1
molecular weight = 102.2 g mol⁻¹

Atomic partial charges in e from the Mulliken method, atoms 1 to 6:
1 H 0.26
2 C 0.19
3 H 0.33
4 H 0.18
5 C -0.84
6 H 0.29

=====

Model iii:
ORCA calculation (the ωB97M-V functional and the def2-TZVPD basis) on 2 unconnected molecules or ions with the total composition C3H6N2S.

Cartesian coordinates (Å):
H  -1.225  -0.749  1.868
N  2.252  -0.236  -1.029
S  2.012  -0.011  1.677
H  0.023  1.780  -1.318
H  -0.754  -1.530  0.251
C  2.356  -0.088  0.130
H  -1.159  0.676  -1.464
H  -2.212  -0.737  0.640
C  -1.169  -0.625  0.824
C  -0.275  0.865  -0.838
N  -0.394  0.516  0.447
H  0.544  0.140  -1.188

HOMO-LUMO gap (spin up / spin down) = 6.557 / 6.561 eV
HOMO energy (spin up / spin down) = -9.0 / -9.0 eV
2S+1 = 1
molecular weight = 102.2 g mol⁻¹

Atomic partial charges in e from the Mulliken method, atoms 1 to 6:
1 H 0.33
2 N -0.62
3 S -0.23
4 H 0.33
5 H 0.32
6 C 0.47

=====

Model iv:
ORCA calculation (the ωB97M-V functional and the def2-TZVPD basis) on C3H6N2S in the gas phase.

Cartesian coordinates (Å):
H  -1.365  1.783  0.595
C  0.035  0.050  0.259
N  2.384  1.156  0.334
N  0.174  -1.505  0.603
H  0.957  -1.553  1.244
C  -0.380  0.047  -1.211
H  -0.539  1.023  -1.703
H  0.342  -0.576  -1.791
H  -0.613  -1.676  1.227
S  -0.931  0.957  1.479
C  1.350  0.704  0.304
H  -1.414  -0.410  -1.342

SMILES = C[C@](N)(S)C#N
HOMO-LUMO gap = 10.579 eV
HOMO energy = -9.9 eV
2S+1 = 1
molecular weight = 102.2 g mol⁻¹

Atomic partial charges in e from the Mulliken method, atoms 1 to 6:
1 H 0.14
2 C 0.73
3 N -0.40
4 N -0.70
5 H 0.31
6 C -1.24

=====

Which of them is least stable? Easy: model iii.

=====

Model i:
ORCA calculation (the ωB97M-V functional and the def2-TZVPD basis) on C3H6N2S in the gas phase.

Cartesian coordinates (Å):
H  -1.870  -1.296  -0.203
H  -0.435  -1.025  1.171
C  0.181  -0.714  -0.792
C  -1.021  -0.722  0.203
H  -1.068  2.696  -0.094
H  2.918  0.410  1.273
N  -1.531  0.624  0.341
C  -1.001  1.668  -0.005
H  -0.218  -0.434  -1.770
H  0.479  -1.792  -0.845
N  1.962  0.155  1.138
S  1.604  0.431  -0.416

HOMO-LUMO gap (spin up / spin down) = 6.826 / 8.523 eV
HOMO energy (spin up / spin down) = -6.9 / -7.9 eV
2S+1 = 1
molecular weight = 102.2 g mol⁻¹

Atomic partial charges in e from the Mulliken method, atoms 1 to 6:
1 H 0.36
2 H 0.38
3 C -0.74
4 C -0.41
5 H 0.34
6 H 0.24

=====

Model ii:
ORCA calculation (the ωB97M-V functional and the def2-TZVPD basis) on C3H6N2S in the gas phase.

Cartesian coordinates (Å):
N  0.777  -1.170  -0.217
H  -1.313  -2.022  0.564
H  2.975  -0.763  -0.314
H  0.332  1.206  0.894
C  -0.302  1.007  -0.011
H  0.225  1.684  -0.901
N  -0.400  -0.346  -0.045
C  1.830  -0.476  -0.094
H  1.708  0.709  0.031
C  -1.537  -0.975  0.112
S  -2.998  -0.331  -0.167
H  -1.296  1.477  0.148

SMILES = C=NN(C)C=S
HOMO-LUMO gap = 8.823 eV
HOMO energy = -8.5 eV
2S+1 = 1
molecular weight = 102.2 g mol⁻¹

Atomic partial charges in e from the Mulliken method, atoms 1 to 6:
1 N -0.58
2 H 0.27
3 H 0.26
4 H 0.39
5 C -0.94
6 H 0.25

=====

Which of them is least stable? Easy: model i.

=====

Model i:
ORCA calculation (the ωB97M-V functional and the def2-TZVPD basis) on 2 unconnected molecules or ions with the total composition C3H6N2S.

Cartesian coordinates (Å):
H  -1.910  1.668  -1.183
H  2.707  -2.017  0.583
N  -0.302  -2.195  0.035
C  1.865  -1.320  0.486
H  -2.143  1.825  0.534
C  1.713  -0.042  0.297
H  0.681  0.241  0.326
H  -0.466  1.261  -0.104
H  2.286  0.784  -0.036
C  -1.609  1.341  -0.274
N  -0.701  -1.135  -0.215
S  -2.121  -0.411  -0.450

HOMO-LUMO gap (spin up / spin down) = 8.341 / 8.053 eV
HOMO energy (spin up / spin down) = -8.2 / -7.7 eV
2S+1 = 1
molecular weight = 102.2 g mol⁻¹

Atomic partial charges in e from the Mulliken method, atoms 1 to 6:
1 H 0.29
2 H 0.31
3 N -0.52
4 C -0.37
5 H 0.26
6 C -0.13

=====

Model ii:
ORCA calculation (the ωB97M-V functional and the def2-TZVPD basis) on C3H6N2S in the gas phase.

Cartesian coordinates (Å):
C  0.100  -1.454  -0.002
N  -0.061  0.569  -0.009
H  -1.704  -0.456  0.880
S  2.615  0.098  -0.005
H  0.303  2.308  0.814
H  0.285  2.302  -0.804
H  0.192  -2.073  -0.882
H  0.219  -2.089  0.906
C  -1.082  -0.460  -0.005
N  -0.182  1.953  0.002
C  1.006  -0.234  -0.001
H  -1.691  -0.463  -0.893

SMILES = NN1CCC1=S
HOMO-LUMO gap = 9.300 eV
HOMO energy = -8.4 eV
2S+1 = 1
molecular weight = 102.2 g mol⁻¹

Atomic partial charges in e from the Mulliken method, atoms 1 to 6:
1 C -0.44
2 N 0.44
3 H 0.26
4 S -0.37
5 H 0.25
6 H 0.25

=====

Model iii:
ORCA calculation (the ωB97M-V functional and the def2-TZVPD basis) on a molecular structure, C3H6N2S.

Cartesian coordinates (Å):
N  -1.021  0.732  0.459
S  1.689  1.180  0.761
H  0.617  -0.586  -0.816
H  -0.153  2.251  1.629
H  2.814  -0.058  -0.625
C  -0.082  1.340  0.945
C  -1.937  -0.878  -0.765
H  2.113  -1.274  0.890
N  -0.863  -0.376  -0.237
H  -2.100  -1.938  -1.408
C  1.682  -0.336  -0.013
H  -2.760  -0.058  -0.820

HOMO-LUMO gap = 8.471 eV
HOMO energy = -8.3 eV
2S+1 = 1
molecular weight = 102.2 g mol⁻¹

Atomic partial charges in e from the Mulliken method, atoms 1 to 6:
1 N -0.60
2 S -0.03
3 H 0.38
4 H 0.23
5 H 0.20
6 C 0.04

=====

Model iv:
ORCA calculation (the ωB97M-V functional and the def2-TZVPD basis) on C3H6N2S in the gas phase.

Cartesian coordinates (Å):
C  0.019  -0.140  0.735
H  -1.907  0.050  -0.138
C  1.905  -0.129  -1.436
H  -1.752  0.947  1.365
H  -1.933  -0.715  1.249
H  1.770  -0.523  -2.529
S  1.312  1.375  -0.759
N  0.494  -1.231  0.062
C  -1.412  0.091  0.784
H  2.931  -0.423  -1.176
N  1.343  -1.337  -0.789
H  0.555  0.141  1.656

HOMO-LUMO gap (spin up / spin down) = 8.400 / 8.399 eV
HOMO energy (spin up / spin down) = -8.4 / -8.4 eV
2S+1 = 1
molecular weight = 102.2 g mol⁻¹

Atomic partial charges in e from the Mulliken method, atoms 1 to 6:
1 C 0.06
2 H 0.33
3 C -0.28
4 H 0.34
5 H 0.40
6 H 0.29

=====

Which of them is least stable? Easy: model iii.